{"formula": "C95H217N12O26", "method": "ωB97M-V/def2-TZVPD", "species": ["C", "C", "C", "N", "C", "C", "C", "C", "C", "C", "H", "H", "H", "H", "H", "H", "H", "H", "H", "H", "H", "H", "H", "H", "H", "H", "H", "H", "H", "H", "C", "C", "C", "N", "C", "C", "C", "C", "C", "C", "H", "H", "H", "H", "H", "H", "H", "H", "H", "H", "H", "H", "H", "H", "H", "H", "H", "H", "H", "H", "C", "C", "C", "N", "C", "C", "C", "C", "C", "C", "H", "H", "H", "H", "H", "H", "H", "H", "H", "H", "H", "H", "H", "H", "H", "H", "H", "H", "H", "H", "C", "C", "C", "N", "C", "C", "C", "C", "C", "C", "H", "H", "H", "H", "H", "H", "H", "H", "H", "H", "H", "H", "H", "H", "H", "H", "H", "H", "H", "H", "C", "C", "C", "N", "C", "C", "C", "C", "C", "C", "H", "H", "H", "H", "H", "H", "H", "H", "H", "H", "H", "H", "H", "H", "H", "H", "H", "H", "H", "H", "C", "C", "C", "N", "C", "C", "C", "C", "C", "C", "H", "H", "H", "H", "H", "H", "H", "H", "H", "H", "H", "H", "H", "H", "H", "H", "H", "H", "H", "H", "C", "C", "C", "N", "C", "C", "C", "C", "C", "C", "H", "H", "H", "H", "H", "H", "H", "H", "H", "H", "H", "H", "H", "H", "H", "H", "H", "H", "H", "H", "C", "N", "C", "C", "C", "C", "O", "H", "H", "H", "H", "H", "H", "H", "H", "H", "H", "H", "H", "H", "H", "C", "N", "C", "C", "C", "C", "O", "H", "H", "H", "H", "H", "H", "H", "H", "H", "H", "H", "H", "H", "H", "C", "N", "C", "C", "C", "C", "O", "H", "H", "H", "H", "H", "H", "H", "H", "H", "H", "H", "H", "H", "H", "C", "N", "C", "C", "C", "C", "O", "H", "H", "H", "H", "H", "H", "H", "H", "H", "H", "H", "H", "H", "H", "C", "N", "C", "C", "C", "C", "O", "H", "H", "H", "H", "H", "H", "H", "H", "H", "H", "H", "H", "H", "H", "O", "C", "O", "O", "H", "O", "C", "O", "O", "H", "O", "C", "O", "O", "H", "O", "C", "O", "O", "H", "O", "C", "O", "O", "H", "O", "C", "O", "O", "H", "O", "C", "O", "O", "H"], "xyz": [[1.370, 2.881, -3.540], [2.004, 3.739, -2.480], [2.171, 5.274, -2.866], [2.688, 6.299, -1.810], [2.917, 7.699, -2.455], [4.099, 7.836, -3.443], [5.318, 7.349, -2.672], [5.122, 5.888, -2.071], [3.941, 5.928, -1.036], [1.543, 6.537, -0.768], [0.409, 3.293, -3.846], [1.057, 1.911, -3.154], [1.936, 2.722, -4.458], [3.050, 3.456, -2.359], [1.589, 3.627, -1.478], [1.322, 5.833, -3.261], [2.900, 5.243, -3.675], [1.931, 7.886, -2.879], [3.175, 8.336, -1.608], [3.895, 7.491, -4.456], [4.146, 8.915, -3.590], [6.180, 7.324, -3.339], [5.565, 8.008, -1.840], [5.025, 5.159, -2.876], [5.997, 5.518, -1.537], [3.623, 4.951, -0.673], [4.032, 6.652, -0.227], [1.311, 5.650, -0.178], [0.638, 6.764, -1.331], [1.962, 7.303, -0.115], [9.071, -2.343, -2.175], [8.460, -2.242, -3.566], [8.812, -0.875, -4.165], [8.605, -0.762, -5.701], [7.137, -1.118, -6.090], [6.149, -0.130, -5.462], [6.418, 1.304, -6.085], [7.836, 1.716, -5.657], [9.040, 0.666, -6.080], [9.617, -1.821, -6.486], [8.983, -1.475, -1.522], [10.155, -2.395, -2.274], [8.790, -3.283, -1.699], [7.380, -2.324, -3.441], [8.876, -3.096, -4.100], [9.854, -0.555, -4.155], [8.252, -0.111, -3.625], [6.956, -2.126, -5.716], [7.247, -1.226, -7.169], [6.118, 0.044, -4.387], [5.131, -0.478, -5.638], [5.617, 1.929, -5.691], [6.287, 1.216, -7.164], [7.893, 1.706, -4.569], [8.000, 2.749, -5.962], [9.921, 1.068, -5.579], [9.134, 0.746, -7.163], [9.795, -1.510, -7.516], [9.255, -2.823, -6.256], [10.586, -1.607, -6.034], [-1.234, 1.840, 8.096], [-0.060, 2.724, 7.576], [0.820, 1.954, 6.523], [2.348, 2.001, 6.941], [2.587, 1.251, 8.268], [4.088, 0.853, 8.503], [4.796, 0.109, 7.368], [4.615, 0.897, 6.002], [3.031, 1.227, 5.757], [2.853, 3.518, 6.958], [-1.879, 1.445, 7.312], [-1.882, 2.354, 8.805], [-0.968, 0.882, 8.545], [0.479, 3.061, 8.462], [-0.604, 3.559, 7.134], [0.778, 2.325, 5.500], [0.618, 0.883, 6.493], [1.988, 0.341, 8.246], [2.137, 1.762, 9.119], [4.129, 0.169, 9.350], [4.665, 1.707, 8.858], [4.342, -0.849, 7.116], [5.849, -0.042, 7.606], [4.965, 0.143, 5.297], [5.318, 1.722, 5.889], [2.596, 0.244, 5.577], [2.975, 1.850, 4.865], [3.920, 3.725, 7.037], [2.370, 4.142, 7.709], [2.727, 3.975, 5.977], [0.369, -4.705, -6.176], [-0.809, -5.014, -5.253], [-0.880, -3.911, -4.161], [-2.034, -4.024, -3.068], [-2.177, -5.444, -2.482], [-3.449, -5.425, -1.607], [-4.771, -4.989, -2.263], [-4.676, -3.662, -3.068], [-3.348, -3.571, -3.873], [-1.770, -3.068, -1.880], [0.097, -4.104, -7.043], [0.910, -5.588, -6.515], [1.143, -4.090, -5.716], [-0.426, -5.950, -4.848], [-1.752, -5.076, -5.797], [-0.878, -2.839, -4.362], [-0.049, -4.024, -3.464], [-2.094, -6.139, -3.317], [-1.292, -5.718, -1.908], [-3.568, -6.503, -1.502], [-3.429, -4.955, -0.623], [-5.075, -5.712, -3.020], [-5.488, -4.938, -1.444], [-5.488, -3.582, -3.791], [-4.646, -2.835, -2.358], [-3.471, -4.264, -4.706], [-3.157, -2.561, -4.234], [-2.617, -3.018, -1.196], [-1.635, -2.066, -2.286], [-0.842, -3.363, -1.391], [2.851, -2.737, -1.139], [2.534, -1.343, -0.637], [1.255, -1.509, 0.241], [0.461, -0.226, 0.670], [-0.980, -0.664, 1.055], [-1.765, 0.608, 1.619], [-1.769, 1.808, 0.553], [-0.296, 2.137, 0.094], [0.590, 0.943, -0.333], [1.280, 0.255, 1.960], [2.786, -3.436, -0.305], [3.745, -2.717, -1.762], [2.132, -3.027, -1.906], [2.365, -0.668, -1.477], [3.394, -0.997, -0.063], [1.493, -2.022, 1.173], [0.527, -2.224, -0.143], [-1.438, -1.001, 0.125], [-1.056, -1.484, 1.769], [-2.805, 0.341, 1.809], [-1.446, 0.960, 2.600], [-2.440, 1.698, -0.299], [-2.123, 2.657, 1.138], [-0.402, 2.860, -0.716], [0.157, 2.511, 1.012], [0.360, 0.642, -1.355], [1.591, 1.376, -0.322], [2.315, 0.472, 1.696], [1.392, -0.596, 2.633], [0.968, 1.180, 2.446], [-6.061, -1.144, -0.754], [-6.105, -1.953, 0.598], [-5.100, -1.369, 1.637], [-5.255, -1.858, 3.161], [-6.608, -1.273, 3.746], [-7.052, -1.920, 5.129], [-7.073, -3.430, 5.023], [-5.687, -3.848, 4.749], [-5.285, -3.362, 3.262], [-4.037, -1.289, 3.941], [-5.035, -0.971, -1.078], [-6.452, -0.134, -0.633], [-6.683, -1.740, -1.422], [-5.770, -2.981, 0.463], [-7.144, -1.874, 0.919], [-5.018, -0.285, 1.726], [-4.055, -1.581, 1.411], [-7.366, -1.418, 2.976], [-6.541, -0.193, 3.883], [-8.065, -1.653, 5.431], [-6.416, -1.731, 5.994], [-7.846, -3.600, 4.273], [-7.694, -3.832, 5.823], [-5.551, -4.924, 4.850], [-4.955, -3.422, 5.434], [-6.051, -3.652, 2.542], [-4.326, -3.673, 2.848], [-4.027, -0.208, 3.802], [-3.136, -1.728, 3.514], [-4.077, -1.481, 5.013], [-3.247, 10.896, -5.533], [-3.945, 9.742, -4.789], [-3.023, 8.518, -4.538], [-3.592, 7.414, -3.594], [-2.660, 6.195, -3.754], [-2.924, 5.188, -2.681], [-2.939, 5.751, -1.296], [-3.908, 6.937, -1.149], [-3.803, 8.058, -2.177], [-4.975, 6.955, -4.081], [-3.804, 11.833, -5.555], [-3.056, 10.643, -6.576], [-2.272, 11.066, -5.077], [-4.808, 9.386, -5.351], [-4.415, 10.068, -3.861], [-2.115, 8.874, -4.050], [-2.623, 8.096, -5.460], [-1.667, 6.571, -3.509], [-2.758, 5.963, -4.814], [-2.154, 4.427, -2.807], [-3.734, 4.482, -2.865], [-1.927, 5.897, -0.918], [-3.328, 5.046, -0.562], [-3.517, 7.340, -0.215], [-4.939, 6.587, -1.108], [-2.837, 8.549, -2.059], [-4.590, 8.813, -2.164], [-5.604, 7.841, -4.164], [-5.309, 6.165, -3.409], [-4.959, 6.512, -5.077], [-3.947, 6.771, 4.127], [-2.767, 5.693, 3.889], [-2.650, 5.140, 2.464], [-1.405, 6.411, 4.142], [-2.843, 4.535, 4.905], [-4.256, 3.855, 5.130], [-5.111, 4.576, 5.917], [-3.787, 6.958, 5.189], [-4.801, 6.156, 3.842], [-3.858, 7.715, 3.591], [-1.815, 4.441, 2.441], [-2.353, 5.927, 1.770], [-3.694, 4.908, 2.253], [-0.562, 5.724, 4.213], [-1.568, 7.032, 5.023], [-1.271, 7.161, 3.363], [-2.470, 5.084, 5.769], [-2.106, 3.749, 4.742], [-3.983, 2.933, 5.643], [-4.668, 3.596, 4.155], [-5.555, 3.945, 6.488], [-8.813, 3.362, -4.938], [-7.388, 2.893, -5.243], [-7.350, 2.613, -6.809], [-6.559, 4.190, -5.010], [-7.044, 1.671, -4.326], [-5.491, 1.456, -4.186], [-4.847, 1.465, -5.336], [-9.526, 2.596, -5.242], [-9.122, 4.271, -5.454], [-8.894, 3.430, -3.853], [-6.315, 2.604, -7.150], [-7.833, 3.438, -7.332], [-7.921, 1.740, -7.125], [-6.533, 4.338, -3.931], [-6.915, 5.100, -5.493], [-5.600, 4.030, -5.503], [-7.637, 0.819, -4.661], [-7.332, 1.933, -3.308], [-5.179, 0.525, -3.712], [-5.043, 2.290, -3.645], [-3.985, 1.092, -5.137], [-1.720, -8.221, 4.208], [-2.101, -7.181, 5.267], [-0.777, -6.596, 5.847], [-2.879, -6.067, 4.782], [-2.932, -7.803, 6.445], [-4.302, -8.129, 6.004], [-4.317, -9.274, 5.211], [-2.665, -8.299, 3.671], [-1.427, -9.096, 4.789], [-1.006, -7.769, 3.519], [-0.162, -6.255, 5.014], [-0.267, -7.398, 6.380], [-1.077, -5.745, 6.458], [-3.451, -6.427, 3.927], [-2.172, -5.373, 4.327], [-3.444, -5.520, 5.536], [-2.864, -7.248, 7.380], [-2.370, -8.712, 6.660], [-4.887, -7.407, 5.435], [-4.944, -8.350, 6.857], [-4.898, -8.996, 4.499], [3.327, -6.572, -4.987], [4.653, -7.124, -4.442], [4.535, -8.228, -3.369], [5.149, -7.842, -5.771], [5.746, -6.071, -3.956], [5.182, -5.068, -2.840], [6.437, -4.411, -2.409], [2.842, -6.006, -4.191], [2.855, -7.540, -5.151], [3.336, -5.925, -5.865], [5.511, -8.274, -2.886], [4.235, -9.186, -3.795], [3.983, -7.923, -2.480], [6.061, -8.262, -5.348], [5.416, -7.059, -6.481], [4.453, -8.579, -6.172], [5.965, -5.485, -4.848], [6.683, -6.579, -3.726], [4.470, -5.320, -2.053], [4.468, -4.373, -3.281], [7.164, -5.000, -2.197], [3.728, -5.634, 4.240], [3.623, -4.151, 3.757], [2.671, -4.110, 2.572], [3.025, -3.339, 4.977], [5.134, -3.776, 3.366], [5.264, -2.443, 2.487], [4.533, -1.303, 2.984], [3.819, -6.218, 3.324], [2.906, -5.958, 4.877], [4.644, -5.681, 4.829], [2.865, -4.986, 1.952], [2.886, -3.260, 1.925], [1.620, -4.040, 2.852], [2.009, -3.706, 5.121], [2.779, -2.348, 4.594], [3.729, -3.159, 5.790], [5.420, -4.644, 2.773], [5.784, -3.837, 4.239], [4.933, -2.677, 1.475], [6.337, -2.351, 2.320], [4.747, -0.527, 2.461], [-1.623, -3.042, 5.040], [-0.689, -2.183, 5.576], [0.185, -1.705, 4.843], [-0.771, -1.974, 6.812], [-1.313, -3.156, 4.138], [-5.076, 2.046, 0.569], [-5.764, 3.093, 0.013], [-6.302, 3.964, 0.742], [-5.990, 3.092, -1.216], [-4.895, 1.817, -0.345], [2.604, 3.440, 1.490], [1.875, 3.997, 2.489], [2.436, 3.964, 3.648], [0.757, 4.484, 2.345], [3.297, 3.251, 2.127], [2.138, -6.758, -0.509], [2.616, -7.613, 0.394], [3.665, -8.219, 0.091], [1.932, -7.746, 1.407], [1.398, -6.294, -0.110], [5.299, 2.317, -0.053], [5.598, 1.242, 0.692], [6.429, 0.332, 0.376], [4.922, 1.183, 1.737], [4.591, 2.604, 0.527], [-0.748, -0.188, -4.131], [-1.797, 0.613, -4.045], [-2.464, 0.758, -2.987], [-2.247, 0.966, -5.142], [-0.393, 0.012, -5.000], [-0.440, -5.694, 2.589], [-0.638, -4.911, 1.574], [-1.487, -4.056, 1.621], [0.128, -4.958, 0.624], [0.165, -6.049, 1.933]], "e_homo_ev": -13.8, "charge": 5, "energy_ha": -6361.1586, "lumo_energy_ev": -7.47, "orbital_gap_ev": 6.294}